(1)
ORCA calculation (ωB97M-V with the def2-TZVPD basis set) on C44H50AsGeOsP2SSi as an isolated structure.

Element x y z (Å)
Os (-0.0993, -0.1138, -0.5757)
C (-1.9522, 1.5726, 2.0381)
Si (-0.5479, 0.4070, 1.6172)
C (-0.9468, -1.2047, 2.5402)
C (-1.0434, -1.3069, 3.9321)
C (-1.3782, -2.5016, 4.5484)
C (-1.6516, -3.6276, 3.7802)
C (-1.6014, -3.5434, 2.4003)
C (-1.2548, -2.3392, 1.7818)
P (-1.2301, -2.1938, -0.0346)
C (-2.9635, -2.3179, -0.5927)
C (-3.2343, -2.1974, -1.9563)
C (-4.5195, -2.3688, -2.4428)
C (-5.5655, -2.6176, -1.5646)
C (-5.3148, -2.6957, -0.2040)
C (-4.0205, -2.5582, 0.2810)
C (-0.5098, -3.7873, -0.5893)
C (-0.7707, -4.2918, -1.8610)
C (-0.1681, -5.4629, -2.2985)
C (0.6949, -6.1569, -1.4652)
C (0.9503, -5.6736, -0.1898)
C (0.3590, -4.4967, 0.2397)
C (0.9673, 1.3572, 2.2855)
C (1.2904, 1.5455, 3.6322)
C (2.2527, 2.4615, 4.0288)
C (2.8662, 3.2700, 3.0810)
C (2.5543, 3.1137, 1.7405)
C (1.6573, 2.1240, 1.3304)
P (1.2583, 1.7974, -0.4315)
C (2.8091, 1.6368, -1.4046)
C (4.0392, 2.2051, -1.0824)
C (5.1293, 2.0669, -1.9308)
C (5.0048, 1.3739, -3.1256)
C (3.7830, 0.8134, -3.4660)
C (2.7019, 0.9392, -2.6082)
C (0.6447, 3.4084, -1.0393)
C (0.4128, 4.4954, -0.2039)
C (0.0096, 5.7146, -0.7363)
C (-0.1780, 5.8518, -2.1016)
C (0.0247, 4.7609, -2.9393)
C (0.4330, 3.5481, -2.4113)
H (-2.0495, 1.6554, 3.1246)
H (-2.9065, 1.2269, 1.6355)
H (-1.7446, 2.5699, 1.6467)
H (-0.8602, -0.4378, 4.5535)
H (-1.4327, -2.5589, 5.6281)
H (-1.9159, -4.5623, 4.2571)
H (-1.8282, -4.4170, 1.8001)
H (-2.4351, -1.9713, -2.6521)
H (-4.7072, -2.2882, -3.5057)
H (-6.5729, -2.7380, -1.9402)
H (-6.1273, -2.8711, 0.4888)
H (-3.8482, -2.6248, 1.3457)
H (-1.4569, -3.7855, -2.5241)
H (-0.3861, -5.8374, -3.2898)
H (1.1552, -7.0763, -1.8021)
H (1.6069, -6.2193, 0.4763)
H (0.5591, -4.1373, 1.2389)
H (0.7747, 0.9758, 4.3967)
H (2.4951, 2.5769, 5.0776)
H (3.5722, 4.0312, 3.3864)
H (2.9912, 3.7939, 1.0232)
H (4.1769, 2.7523, -0.1645)
H (6.0770, 2.5135, -1.6587)
H (5.8551, 1.2732, -3.7872)
H (3.6708, 0.2679, -4.3936)
H (1.7593, 0.4781, -2.8790)
H (0.5362, 4.4020, 0.8672)
H (-0.1649, 6.5544, -0.0763)
H (-0.4873, 6.8026, -2.5149)
H (-0.1307, 4.8585, -4.0060)
H (0.5991, 2.7059, -3.0738)
C (-2.9924, 3.7206, -0.7295)
Ge (-2.9898, 2.0175, -1.6703)
C (-3.0230, 2.4147, -3.5882)
C (-4.5853, 1.0064, -1.1624)
C (-1.5067, 0.7048, -1.4949)
H (-3.9565, 4.1772, -0.9643)
H (-2.2068, 4.3712, -1.1082)
H (-2.9110, 3.6444, 0.3510)
H (-3.8845, 3.0389, -3.8291)
H (-3.0919, 1.4986, -4.1766)
H (-2.1221, 2.9521, -3.8843)
H (-5.4461, 1.6760, -1.1430)
H (-4.4729, 0.5600, -0.1734)
H (-4.7820, 0.2079, -1.8745)
H (-1.4870, 0.2524, -2.5213)
C (2.4937, -2.0189, 2.9430)
As (3.3073, -1.5314, 1.2714)
C (4.4172, -0.0053, 1.6177)
C (4.5260, -2.9451, 0.8239)
S (1.9224, -1.5179, -0.3562)
H (3.2681, -2.2132, 3.6848)
H (1.8890, -2.9095, 2.7868)
H (1.8550, -1.2048, 3.2722)
H (5.1452, -0.2960, 2.3756)
H (3.8093, 0.8179, 1.9809)
H (4.9220, 0.2814, 0.6976)
H (5.2514, -3.0854, 1.6240)
H (5.0336, -2.6797, -0.1014)
H (3.9505, -3.8556, 0.6682)

## Properties
frontier orbital gap	7.466	eV
HOMO energy	-9.92	eV
lowest unoccupied orbital energy	-2.45	eV
charge	+1
relative energy (zero: lowest compared OMol25 entry of this formula, charge and spin)	0.0	kcal per mole

=====

(2)
ORCA calculation (ωB97M-V with the def2-TZVPD basis set) on a 7-piece molecular cluster, C44H40N3O14 overall.

Element x y z (Å)
C (2.5509, -1.3540, 0.1124)
C (2.2159, -0.9348, -1.3147)
C (2.6014, 0.4765, -1.7291)
O (2.5696, 0.8652, -2.8556)
O (2.9972, 1.3050, -0.7088)
C (1.9200, 1.8028, 0.0714)
C (1.1489, 2.8793, -0.7133)
N (-0.2862, 2.7972, -0.4580)
C (-1.0181, 1.7866, -0.9411)
N (-0.7621, 1.1552, -2.0928)
C (-1.7273, 0.0377, -2.2537)
C (-2.3566, -0.0519, -0.8630)
N (-2.1138, 1.3140, -0.3562)
H (3.4645, -0.8692, 0.4558)
H (1.7657, -1.0964, 0.8257)
H (2.7084, -2.4323, 0.1679)
H (1.1410, -1.0434, -1.5147)
H (2.7046, -1.5790, -2.0513)
H (2.3573, 2.2273, 0.9745)
H (1.2559, 0.9862, 0.3871)
H (1.3700, 2.8191, -1.7838)
H (1.4544, 3.8750, -0.3967)
H (-0.7408, 3.5472, 0.0412)
H (0.1787, 1.1168, -2.4621)
H (-2.4579, 0.3114, -3.0128)
H (-1.2149, -0.8807, -2.5333)
H (-1.8023, -0.7606, -0.2394)
H (-3.4082, -0.3209, -0.8788)
H (-2.2509, 1.5006, 0.6342)
C (-1.2028, 6.0862, -3.7075)
C (-0.6949, 5.6004, -2.5793)
C (-0.0396, 6.4806, -1.5835)
O (0.4290, 6.0213, -0.5566)
C (0.0381, 7.9271, -1.8846)
C (-0.4679, 8.4206, -3.0121)
C (-1.1299, 7.5428, -4.0134)
O (-1.5951, 7.9858, -5.0368)
H (-1.6880, 5.4683, -4.4522)
H (-0.7332, 4.5471, -2.3302)
H (0.5263, 8.5441, -1.1413)
H (-0.4258, 9.4734, -3.2601)
C (5.1450, -2.8018, 5.1742)
C (4.1658, -2.0215, 4.7235)
C (4.3400, -1.1916, 3.5093)
O (3.4422, -0.4857, 3.0899)
C (5.6489, -1.2527, 2.8126)
C (6.6323, -2.0284, 3.2599)
C (6.4562, -2.8651, 4.4777)
O (7.3519, -3.5686, 4.8876)
H (5.0325, -3.4209, 6.0560)
H (3.2013, -1.9609, 5.2119)
H (5.7518, -0.6299, 1.9325)
H (7.5978, -2.0910, 2.7742)
C (-6.6811, -2.2696, -5.4526)
C (-5.7092, -2.3210, -4.5454)
C (-5.3024, -1.1118, -3.7967)
O (-4.4140, -1.1583, -2.9621)
C (-6.0060, 0.1600, -4.0855)
C (-6.9738, 0.2172, -4.9958)
C (-7.3863, -0.9968, -5.7528)
O (-8.2617, -0.9417, -6.5860)
H (-6.9968, -3.1438, -6.0066)
H (-5.1820, -3.2372, -4.3136)
H (-5.6897, 1.0251, -3.5159)
H (-7.5065, 1.1295, -5.2319)
C (-1.6848, 2.7295, 4.4817)
C (-1.4600, 3.8207, 5.2089)
C (-2.0450, 5.1345, 4.8289)
O (-1.8387, 6.1291, 5.4823)
C (-2.8966, 5.1796, 3.6077)
C (-3.1175, 4.0866, 2.8823)
C (-2.5225, 2.7852, 3.2631)
O (-2.7151, 1.7835, 2.5923)
H (-1.2716, 1.7609, 4.7323)
H (-0.8488, 3.8139, 6.1022)
H (-3.3192, 6.1448, 3.3594)
H (-3.7412, 4.0893, 1.9964)
C (5.3714, -5.9274, 9.4349)
C (6.2594, -5.9974, 10.4223)
C (7.0322, -4.8021, 10.8502)
O (7.8405, -4.8619, 11.7483)
C (6.7740, -3.5255, 10.1313)
C (5.8862, -3.4584, 9.1440)
C (5.1168, -4.6537, 8.7204)
O (4.3050, -4.5941, 7.8169)
H (4.7962, -6.7817, 9.1020)
H (6.4666, -6.9135, 10.9604)
H (7.3499, -2.6708, 10.4624)
H (5.6804, -2.5409, 8.6069)
C (-3.1940, -5.7269, -7.0850)
C (-2.2946, -5.6307, -8.0599)
C (-2.4737, -4.6712, -9.1812)
O (-1.6518, -4.5742, -10.0637)
C (-3.7021, -3.8324, -9.1760)
C (-4.6005, -3.9301, -8.2002)
C (-4.4113, -4.8790, -7.0751)
O (-5.2218, -4.9603, -6.1735)
H (-3.0904, -6.4176, -6.2578)
H (-1.3976, -6.2359, -8.0923)
H (-3.8136, -3.1502, -10.0091)
H (-5.5037, -3.3329, -8.1814)

## Properties
frontier orbital gap	7.568	eV
HOMO energy	-11.59	eV
lowest unoccupied orbital energy	-4.02	eV
charge	+1

=====

(3)
ORCA calculation (ωB97M-V with the def2-TZVPD basis set) on an isolated ion of composition C5H4N and charge +1 at a distorted geometry.

Element x y z (Å)
C (-2.9435, -1.9494, 3.6882)
C (-1.0087, -0.6090, 0.8740)
C (-2.0804, -1.3606, 1.4017)
C (-2.3901, -2.0071, 2.5697)
C (0.5980, 0.6117, -0.5903)
N (-0.2258, 0.0199, 0.3075)
H (-2.9730, -1.3506, 0.5962)
H (0.0425, 1.4680, -0.7130)
H (1.5964, 0.6444, -0.1800)
H (0.5375, -0.0487, -1.5311)

## Properties
frontier orbital gap (spin up / spin down)	7.566 / 7.564	eV
HOMO energy (spin up / spin down)	-15.31 / -15.31	eV
lowest unoccupied orbital energy (spin up / spin down)	-7.74 / -7.74	eV
charge	+1
relative energy (zero: lowest compared OMol25 entry of this formula, charge and spin)	81.2	kcal per mole

=====

(4)
ORCA calculation (ωB97M-V with the def2-TZVPD basis set) on C36H57As2N7O9Sc as an isolated structure at a distorted geometry.

Element x y z (Å)
Sc (-0.0043, 0.0113, -0.8022)
C (-2.4837, -0.9825, -2.2947)
N (-3.1177, 0.3153, -2.4049)
C (-4.1001, 0.3825, -3.4736)
C (-2.7528, 1.4186, -1.7061)
N (-1.5398, 1.4787, -1.1493)
C (-1.2593, 2.3384, -0.0548)
C (-2.2151, 2.9282, 0.7745)
C (-1.8522, 3.6877, 1.8728)
C (-0.5210, 3.8502, 2.2163)
C (0.4485, 3.2243, 1.4537)
C (0.1015, 2.4828, 0.3239)
N (1.1132, 1.7541, -0.3645)
C (2.2561, 2.3750, -0.6699)
N (2.3441, 3.7014, -0.8840)
C (3.5232, 4.4833, -0.5678)
C (1.2260, 4.4978, -1.3399)
N (3.3968, 1.6285, -0.7667)
C (4.3036, 1.8053, -1.8894)
C (3.3918, 0.2930, -0.2077)
N (-3.6574, 2.4274, -1.6643)
C (-5.0648, 2.1821, -1.4096)
C (-3.2880, 3.8112, -1.8636)
H (-3.2497, -1.7453, -2.4591)
H (-2.0779, -1.1365, -1.2796)
H (-1.7058, -1.1130, -3.0669)
H (-3.7361, -0.1933, -4.3262)
H (-4.2402, 1.4068, -3.8073)
H (-5.0631, -0.0373, -3.1686)
H (-3.2595, 2.7566, 0.5879)
H (-2.6228, 4.1513, 2.4666)
H (-0.2377, 4.4364, 3.0761)
H (1.4921, 3.2943, 1.7313)
H (4.2358, 3.8910, -0.0014)
H (3.2179, 5.3346, 0.0440)
H (3.9965, 4.8802, -1.4685)
H (0.4716, 3.8623, -1.8000)
H (1.5977, 5.2020, -2.0863)
H (0.7683, 5.0704, -0.5296)
H (4.6188, 2.8372, -2.0016)
H (3.8343, 1.4794, -2.8237)
H (5.1935, 1.2046, -1.7159)
H (2.9674, 0.3308, 0.8054)
H (4.4228, -0.0527, -0.1311)
H (2.8174, -0.4275, -0.8251)
H (-5.2092, 1.1652, -1.0531)
H (-5.6890, 2.3549, -2.2867)
H (-5.4019, 2.8639, -0.6257)
H (-2.2383, 3.8779, -2.1413)
H (-3.4559, 4.4212, -0.9719)
H (-3.8977, 4.2165, -2.6755)
C (0.0888, -4.5077, -1.0656)
O (-0.0225, -4.0157, 0.2706)
C (0.1924, -2.7585, 0.5332)
O (0.5659, -1.9417, -0.3395)
C (-0.1056, -2.3277, 1.8941)
C (-1.0683, -2.9690, 2.5893)
As (-2.4531, -2.2527, 3.8914)
C (-2.1474, -3.3863, 5.4616)
C (-1.2926, -0.7271, 4.1910)
C (-0.9886, -0.1508, 3.0014)
As (0.7896, -0.5478, 2.2725)
C (1.9648, -1.3342, 3.6626)
C (-1.8715, -0.0780, 1.8661)
O (-1.4232, -0.3705, 0.7232)
O (-3.0872, 0.4111, 1.9021)
C (-3.7275, 0.8281, 3.1016)
C (-0.4407, -0.3732, 5.3567)
O (0.4740, 0.4116, 5.2629)
O (-0.8834, -0.9396, 6.4594)
C (-0.2626, -0.5801, 7.6962)
C (-1.8187, -4.1149, 1.9630)
O (-2.7602, -3.7601, 1.2914)
O (-1.5264, -5.3679, 2.1604)
C (-0.4633, -5.7848, 3.0078)
H (-0.3797, -5.4897, -1.0553)
H (1.1412, -4.6028, -1.3353)
H (-0.4302, -3.8512, -1.7699)
H (-2.5297, -4.3886, 5.2657)
H (-2.7308, -2.9651, 6.2815)
H (-1.1002, -3.4255, 5.7520)
H (1.4660, -2.0117, 4.3566)
H (2.4846, -0.5555, 4.2234)
H (2.7153, -1.9038, 3.1021)
H (-4.4031, 1.6351, 2.8180)
H (-3.0076, 1.1916, 3.8386)
H (-4.3143, 0.0020, 3.5234)
H (-0.6856, -1.2388, 8.4519)
H (-0.4813, 0.4620, 7.9374)
H (0.8178, -0.7134, 7.6241)
H (-0.2563, -6.8161, 2.7271)
H (-0.7801, -5.7638, 4.0526)
H (0.4343, -5.1768, 2.8754)
O (0.8132, -0.1721, -2.6768)
C (1.5515, -0.5830, -3.6227)
C (1.9310, -2.0311, -3.7238)
C (3.4397, -2.3127, -3.6093)
C (4.1814, -2.0900, -4.9232)
C (4.1783, -0.6330, -5.3746)
C (2.7873, -0.0919, -5.7129)
N (1.9915, 0.2553, -4.5388)
H (1.5942, -2.4194, -4.6882)
H (1.3910, -2.5542, -2.9328)
H (3.5576, -3.3578, -3.3252)
H (3.8811, -1.7036, -2.8186)
H (3.7366, -2.7128, -5.7011)
H (5.2162, -2.4133, -4.8104)
H (4.7855, -0.5564, -6.2764)
H (4.6404, -0.0055, -4.6103)
H (2.2411, -0.8318, -6.3067)
H (2.8859, 0.8131, -6.3127)
H (1.7054, 1.2241, -4.4525)

## Properties
frontier orbital gap	6.832	eV
HOMO energy	-15.32	eV
lowest unoccupied orbital energy	-8.48	eV
charge	+3
relative energy (zero: lowest compared OMol25 entry of this formula, charge and spin)	16.4	kcal per mole